This record from OMol25 describes C26H40IrN4P2SSb as an isolated structure. The level of theory is the ωB97M-V functional and the def2-TZVPD basis.

Last column: Mulliken spin population.
Cartesian coordinates (Å):
Ir1 1.976 -0.844 -1.119  2.180
C1 3.463 2.032 0.338  0.014
P1 2.142 1.535 -0.795  0.228
C2 0.703 2.503 -0.269  0.070
C3 2.586 2.207 -2.418  0.002
C4 2.928 3.555 -2.521  -0.005
C5 3.271 4.102 -3.747  0.004
C6 3.281 3.304 -4.884  0.002
C7 2.944 1.963 -4.794  -0.002
C8 2.586 1.405 -3.567  -0.046
P2 2.105 -0.338 -3.487  0.273
C9 0.472 -0.414 -4.273  0.009
C10 3.186 -1.256 -4.610  0.016
H1 3.601 3.113 0.312  0.008
H2 4.398 1.548 0.054  0.005
H3 3.204 1.731 1.354  -0.002
H4 0.964 3.562 -0.280  0.011
H5 0.416 2.220 0.745  -0.019
H6 -0.133 2.335 -0.947  0.005
H7 2.932 4.192 -1.644  0.002
H8 3.534 5.149 -3.817  0.000
H9 3.554 3.727 -5.842  0.000
H10 2.971 1.355 -5.690  0.001
H11 0.520 0.081 -5.245  0.006
H12 -0.280 0.084 -3.661  0.004
H13 0.184 -1.456 -4.421  -0.001
H14 3.050 -0.905 -5.633  0.007
H15 2.922 -2.313 -4.571  0.003
H16 4.229 -1.137 -4.319  0.006
C11 -4.171 2.109 3.333  0.012
C12 -3.447 2.117 1.995  0.112
C13 -4.347 2.279 0.781  0.027
Sb1 -2.327 0.231 1.801  0.521
C14 -3.585 -1.539 1.521  0.090
C15 -2.817 -2.763 2.003  0.019
C16 -4.917 -1.310 2.225  0.019
C17 -1.082 -0.072 3.561  0.075
C18 -0.235 1.174 3.789  0.035
C19 -1.948 -0.446 4.763  0.009
H17 -4.687 3.070 3.438  0.013
H18 -3.496 2.023 4.182  0.002
H19 -4.932 1.332 3.393  -0.001
H20 -2.629 2.837 1.984  -0.010
H21 -5.160 1.552 0.772  0.000
H22 -3.806 2.219 -0.163  0.001
H23 -4.807 3.270 0.825  0.003
H24 -3.709 -1.555 0.438  0.017
H25 -2.726 -2.791 3.088  -0.001
H26 -1.815 -2.833 1.570  0.001
H27 -3.365 -3.661 1.705  0.004
H28 -4.800 -1.175 3.302  -0.002
H29 -5.543 -2.195 2.078  0.011
H30 -5.467 -0.464 1.816  0.003
H31 -0.459 -0.916 3.259  -0.009
H32 -0.848 2.052 4.000  -0.001
H33 0.416 1.399 2.942  -0.004
H34 0.403 1.017 4.663  0.002
H35 -2.585 0.377 5.083  -0.005
H36 -1.286 -0.685 5.601  0.014
H37 -2.570 -1.322 4.590  0.001
N1 0.095 -1.851 -0.968  0.229
C20 -0.442 -2.828 -1.247  0.012
C21 -1.106 -4.042 -1.594  0.383
C22 -0.429 -5.240 -1.295  -0.054
N2 0.189 -6.178 -1.016  0.283
C23 -2.342 -4.003 -2.255  -0.053
N3 -3.353 -3.928 -2.813  0.287
S1 5.186 -3.614 0.706  0.018
C24 4.324 -2.750 1.901  0.022
C25 3.425 -1.923 1.324  0.016
N4 3.422 -1.981 -0.062  0.110
C26 4.313 -2.845 -0.506  0.016
H38 4.524 -2.884 2.952  0.001
H39 2.752 -1.256 1.839  -0.010
H40 4.481 -3.049 -1.554  0.001

Atomic forces in eV per Å
0.4 0.9 -0.5
0.0 -0.1 0.0
0.1 -0.2 0.0
-0.1 -0.1 0.0
0.0 0.0 0.0
0.0 0.0 0.0
0.0 0.0 0.0
0.0 0.0 0.0
0.0 0.0 0.0
0.1 0.0 0.0
-0.1 -0.1 0.2
0.0 -0.1 0.0
0.0 -0.1 0.1
0.0 0.0 0.0
0.0 0.0 0.0
0.0 0.0 0.0
0.0 0.0 0.0
0.0 0.0 0.0
0.0 0.0 0.0
0.0 0.0 0.0
0.0 0.0 0.0
0.0 0.0 0.0
0.0 0.0 0.0
0.0 0.0 0.0
0.0 0.0 0.0
0.0 0.0 0.0
0.0 0.0 0.0
0.0 0.0 0.0
0.0 0.0 0.0
-0.1 0.2 0.0
0.3 -0.6 -0.2
-0.1 0.2 0.1
-0.3 0.0 0.4
0.3 0.4 0.1
-0.1 -0.1 -0.2
-0.1 -0.2 -0.1
-0.2 0.1 -0.3
0.0 -0.1 0.2
0.1 0.0 0.1
0.0 0.0 0.0
0.0 0.0 0.0
0.0 0.0 0.0
-0.1 0.2 0.0
0.0 0.0 0.0
0.0 0.0 0.0
0.0 0.0 0.0
-0.1 -0.1 0.0
0.0 0.0 0.0
0.0 0.0 0.0
0.0 0.0 0.0
0.0 0.0 0.0
0.0 0.0 0.0
0.0 0.0 0.0
0.1 0.0 0.1
0.0 0.0 0.0
0.0 0.0 0.0
0.0 0.0 0.0
0.0 0.0 0.0
0.0 0.0 0.0
0.0 0.0 0.0
0.4 -0.2 -0.1
-0.7 -0.5 -0.1
0.3 0.0 0.1
0.0 0.0 0.1
-0.1 0.1 -0.1
-0.1 0.1 -0.1
0.1 0.0 0.1
0.1 0.0 0.0
0.0 0.0 0.0
0.1 0.0 -0.1
-0.4 0.1 0.3
0.0 0.0 -0.1
0.0 0.0 0.0
0.0 0.0 0.0
0.0 0.0 0.0

Summary:
**LUMO level (alpha / beta)**: -7.63 / -11.50 eV
**E_HOMO (alpha / beta)**: -15.81 / -17.23 eV
**⟨S²⟩**: 8.79
**Net charge**: +3
**2S+1**: 6
**HOMO-LUMO gap (alpha / beta)**: 8.181 / 5.730 eV
**Energy above the lowest of the compared OMol25 structures with the same formula, charge and spin**: 14.7 kcal per mole